A molecular structure, C35H53CrGe2NSe at a distorted geometry. Source: the Open Molecules 2025 dataset; level of theory: ωB97M-V/def2-TZVPD.

Last column: Mulliken charge in e.
Positions of all 93 atoms, in Å:
1 Cr -0.237 0.911 -1.269  0.30
2 C 0.593 2.077 4.420  -1.60
3 C -0.734 1.953 3.680  0.57
4 C -0.985 0.496 3.284  -1.21
5 C -0.859 2.854 2.468  0.05
6 C -2.093 2.938 1.823  -0.31
7 C -2.277 3.746 0.720  -0.73
8 C -1.232 4.518 0.214  0.84
9 C -1.440 5.379 -0.994  -1.61
10 C -0.005 4.440 0.853  -0.78
11 C 0.181 3.622 1.963  0.00
12 H 0.573 1.475 5.325  0.49
13 H 0.809 3.104 4.705  0.43
14 H 1.416 1.715 3.809  0.00
15 H -1.525 2.253 4.379  0.53
16 H -0.271 0.181 2.519  0.26
17 H -1.979 0.355 2.872  -0.15
18 H -0.879 -0.162 4.142  0.58
19 H -2.929 2.365 2.201  0.48
20 H -3.247 3.786 0.244  0.34
21 H -1.599 4.758 -1.877  0.18
22 H -0.581 6.022 -1.174  0.33
23 H -2.322 6.008 -0.880  0.50
24 H 0.822 5.031 0.482  0.27
25 H 1.150 3.607 2.437  0.52
26 C -5.584 -1.462 -2.359  -1.00
27 C -4.500 -0.504 -2.829  -0.67
28 Ge -2.842 -0.353 -1.753  0.55
29 C -3.186 0.142 0.140  0.78
30 C -4.096 -0.796 0.918  -1.30
31 C -2.201 -2.207 -1.664  -1.84
32 C -1.179 -2.692 -0.951  0.63
33 Ge 0.336 -1.433 -0.598  1.41
34 C 1.382 -1.832 -2.313  -0.76
35 C 2.409 -2.945 -2.488  -1.34
36 C 1.236 -2.084 1.114  -0.48
37 C 2.612 -2.741 1.185  -1.57
38 C -1.144 -4.128 -0.628  0.23
39 C -2.323 -4.827 -0.373  -0.80
40 C -2.303 -6.176 -0.072  -0.77
41 C -1.098 -6.860 -0.009  -0.49
42 C 0.084 -6.175 -0.242  -1.15
43 C 0.056 -4.823 -0.537  0.75
44 H -6.328 -1.621 -3.139  0.39
45 H -6.108 -1.077 -1.492  0.24
46 H -5.186 -2.438 -2.090  0.20
47 H -4.902 0.503 -2.949  0.39
48 H -4.145 -0.804 -3.819  0.37
49 H -3.570 1.166 0.135  0.26
50 H -2.204 0.177 0.639  -0.80
51 H -5.104 -0.799 0.523  0.36
52 H -4.162 -0.506 1.968  0.41
53 H -3.723 -1.819 0.886  0.17
54 H -2.911 -2.907 -2.101  0.64
55 H 1.823 -0.882 -2.640  0.55
56 H 0.553 -2.011 -3.007  0.49
57 H 3.124 -3.004 -1.677  0.21
58 H 2.981 -2.803 -3.405  0.39
59 H 1.931 -3.919 -2.562  0.40
60 H 0.504 -2.769 1.541  0.75
61 H 1.233 -1.225 1.794  0.48
62 H 2.570 -3.798 0.940  0.33
63 H 3.031 -2.677 2.193  0.41
64 H 3.335 -2.312 0.497  0.17
65 H -3.265 -4.296 -0.394  0.32
66 H -3.230 -6.696 0.123  0.42
67 H -1.080 -7.913 0.229  0.38
68 H 1.031 -6.695 -0.196  0.42
69 H 0.976 -4.297 -0.726  0.21
70 Se -1.940 1.622 -2.803  -0.91
71 C 5.043 1.317 0.972  -0.88
72 N 3.736 0.646 0.850  0.06
73 C 2.666 1.458 1.467  -1.15
74 C 3.416 0.275 -0.582  1.88
75 C 3.004 1.475 -1.359  0.48
76 C 3.993 2.233 -1.984  -0.52
77 C 3.672 3.434 -2.585  -1.02
78 C 2.353 3.873 -2.527  -1.17
79 C 1.381 3.090 -1.924  -0.28
80 C 1.643 1.836 -1.338  -0.09
81 H 5.236 1.529 2.022  0.34
82 H 4.999 2.245 0.398  0.43
83 H 5.814 0.665 0.568  0.35
84 H 3.774 -0.252 1.352  0.33
85 H 2.603 2.403 0.933  0.38
86 H 2.923 1.610 2.512  0.73
87 H 1.718 0.935 1.357  0.20
88 H 2.597 -0.437 -0.507  -2.88
89 H 4.309 -0.229 -0.962  0.78
90 H 5.016 1.870 -2.009  0.53
91 H 4.428 4.012 -3.094  0.41
92 H 2.077 4.816 -2.978  0.47
93 H 0.357 3.464 -1.941  0.46

Summary:
Spin multiplicity: 5
Orbital gap (spin up / spin down), eV: 6.588 / 7.037
<S²>: 6.064


2 unconnected molecules or ions with the total composition C8H14NO at a distorted geometry. Source: the Open Molecules 2025 dataset; level of theory: ωB97M-V/def2-TZVPD.

Last column: Mulliken charge in e.
Positions of all 24 atoms, in Å:
1 C -1.968 -2.983 -1.151  -0.89
2 N -1.606 -1.796 -0.324  -0.13
3 H -2.366 -1.178 -0.378  0.35
4 H -1.340 -2.151 0.496  0.32
5 H -0.850 -1.217 -0.720  0.28
6 H -2.868 -3.419 -0.762  0.37
7 H -1.098 -3.649 -1.259  0.35
8 H -2.302 -2.713 -2.202  0.35
9 C 2.212 1.347 -1.992  -1.26
10 C -0.246 0.434 1.287  0.72
11 C 0.719 -0.507 0.767  -1.18
12 C -0.400 1.746 0.907  -0.60
13 C 1.551 -0.062 -0.155  -0.18
14 C 0.434 2.141 -0.223  -0.44
15 C 1.403 1.261 -0.734  0.49
16 O -1.176 -0.078 2.160  -0.57
17 H -0.717 -0.388 2.961  0.35
18 H 1.033 -1.404 1.292  0.52
19 H -1.066 2.418 1.518  0.39
20 H 2.412 -0.651 -0.415  0.41
21 H 0.397 3.147 -0.604  0.40
22 H 3.280 0.994 -2.063  0.33
23 H 2.219 2.421 -2.344  0.34
24 H 1.694 0.721 -2.765  0.27

Summary:
Spin multiplicity: 1
Net charge: +1
Orbital gap, eV: 8.747


A molecular structure, C4H4Cl12 at a distorted geometry. Source: the Open Molecules 2025 dataset; level of theory: ωB97M-V/def2-TZVPD.

Last column: Mulliken charge in e.
Positions of all 20 atoms, in Å:
1 C 1.894 -0.330 1.322  0.17
2 Cl 1.996 0.849 -0.005  -0.15
3 Cl 3.400 -0.348 2.195  -0.18
4 Cl 1.608 -1.921 0.667  -0.03
5 H 1.049 -0.181 1.994  0.33
6 C 1.340 -2.042 -2.149  0.21
7 Cl 0.656 -2.997 -0.744  -0.14
8 Cl 0.890 -2.818 -3.658  -0.13
9 Cl 3.099 -1.926 -2.087  -0.07
10 H 0.852 -1.071 -2.232  0.14
11 C -0.939 -0.199 0.343  0.24
12 Cl -1.334 -1.533 1.468  -0.07
13 Cl -0.004 -0.598 -1.136  -0.06
14 Cl -0.105 1.155 1.185  -0.51
15 H -1.886 0.126 -0.089  0.09
16 C -2.383 2.756 0.621  0.44
17 Cl -2.903 1.164 0.045  -0.17
18 Cl -3.356 3.292 2.033  -0.13
19 Cl -2.522 3.969 -0.729  -0.14
20 H -1.350 2.653 0.953  0.17

Summary:
Spin multiplicity: 1
Orbital gap, eV: 8.356


Let's list energy relative to the best compared isomer or geometry (same formula, charge and spin) in order: 0.000, 1.528, 13.754 eV.
Let's list total energy in order: -9019.84623, -442.93072, -5676.59578 hartree.